[1]
# C26H54Cl2N2O3P2V

C26H54Cl2N2O3P2V as an isolated structure (ωB97M-V/def2-TZVPD, OMol25).

Properties
- HOMO level (spin up / spin down) (eV) = -4.26 / -4.06
- net charge = -1
- multiplicity = 3
- expectation value of S² = 2.035

Cartesian coordinates (Å):
V1 -0.5534 -0.2548 -0.2182
Cl1 -2.7953 -0.8126 -0.6793
P1 -1.2024 1.9546 -1.6438
C1 -2.8608 2.7515 -1.2779
C2 0.0010 3.3769 -1.4995
C3 -1.3123 1.7689 -3.4978
C4 -3.4519 2.3418 0.0669
H1 -3.4993 2.3031 -2.0634
C5 -2.9402 4.2866 -1.3874
H2 -2.3515 4.7881 -0.6040
H3 -3.9904 4.5813 -1.2366
H4 -2.6304 4.6758 -2.3647
H5 -3.5765 1.2571 0.1249
H6 -4.4513 2.7993 0.1436
H7 -2.8554 2.6412 0.9426
H8 -2.1618 1.0684 -3.5793
C6 -0.0873 1.0994 -4.1415
C7 -1.6789 3.0616 -4.2502
H9 -2.6859 3.4105 -3.9961
H10 -1.6541 2.8601 -5.3324
H11 -0.9597 3.8729 -4.0584
H12 0.4495 0.4568 -3.4309
H13 0.6172 1.8387 -4.5531
H14 -0.4275 0.4841 -4.9902
C8 0.2522 3.6033 -0.0049
H15 -0.5423 4.2459 -1.8970
C9 1.2993 3.2299 -2.2908
H16 -0.6324 4.0232 0.4970
H17 1.0741 4.3231 0.1281
H18 0.5235 2.6702 0.5211
H19 1.7654 2.2528 -2.1100
H20 2.0061 4.0029 -1.9545
H21 1.1593 3.3637 -3.3701
Cl2 1.6679 0.1097 -0.9428
H22 -0.3696 -1.1126 -1.4732
P2 -0.5159 -2.8376 -0.4554
C10 -1.3112 -3.8843 -1.7862
C11 1.0572 -3.7883 -0.2174
C12 -1.5661 -3.3132 1.0332
C13 -1.0177 -3.2587 -3.1562
H23 -2.3918 -3.7884 -1.5784
C14 -0.9784 -5.4008 -1.8334
H24 0.0347 -5.5876 -2.2185
H25 -1.6796 -5.8925 -2.5307
H26 -1.0809 -5.9040 -0.8647
H27 -1.5173 -2.2863 -3.2572
H28 -1.3760 -3.9238 -3.9583
H29 0.0632 -3.1099 -3.3001
H30 -2.5691 -3.0022 0.6969
C15 -1.2086 -2.4665 2.2556
C16 -1.7005 -4.8200 1.3307
H31 -2.2252 -5.3429 0.5180
H32 -2.3178 -4.9531 2.2336
H33 -0.7380 -5.3188 1.5139
H34 -0.1763 -2.0719 2.2591
H35 -1.3209 -3.0608 3.1746
H36 -1.8732 -1.5883 2.3296
C17 1.9646 -3.5541 -1.4302
H37 0.7589 -4.8478 -0.1752
C18 1.7287 -3.4485 1.1073
H38 1.6182 -4.0848 -2.3276
H39 2.9675 -3.9472 -1.1987
H40 2.0456 -2.4770 -1.6512
H41 1.9349 -2.3694 1.2076
H42 2.6998 -3.9617 1.1555
H43 1.1166 -3.7591 1.9666
C19 4.0903 1.6075 1.8436
C20 2.9389 2.4177 2.4096
C21 1.8390 1.5650 3.1185
C22 2.3621 0.9865 4.4744
C23 3.4155 -0.1097 4.4922
C24 0.6718 2.4974 3.4725
O1 0.7886 3.6602 3.8487
N1 -0.5549 1.8225 3.5532
C25 -0.9863 1.0680 2.4686
O2 -2.1663 0.7380 2.3261
N2 0.0362 0.6534 1.6291
C26 1.2548 0.4389 2.2416
O3 1.8334 -0.6544 2.1549
H44 4.9211 1.5871 2.5582
H45 4.4860 2.1156 0.9598
H46 3.7859 0.5813 1.5932
H47 3.3468 3.1326 3.1566
H48 2.4910 3.0413 1.6111
H49 2.7112 1.8333 5.0897
H50 1.4784 0.6044 5.0067
H51 4.3115 0.1410 3.9145
H52 3.6951 -0.2892 5.5410
H53 2.9841 -1.0390 4.1061
H54 -1.3045 2.3264 4.0113

For reference, the Löwdin charges in units of e are: V 0.02; Cl 0.10; P 1.02; C -0.53; C -0.54; C -0.53; C -0.17; H 0.10; C -0.13; H 0.07; H 0.08; H 0.05; H -0.03; H 0.08; H 0.07; H 0.10; C -0.13; C -0.12; H 0.06; H 0.08; H 0.07; H 0.03; H 0.06; H 0.08; C -0.13; H 0.08; C -0.14; H 0.07; H 0.08; H 0.04; H -0.01; H 0.08; H 0.05; Cl 0.10; H -0.15; P 0.97; C -0.51; C -0.54; C -0.55; C -0.14; H 0.10; C -0.12; H 0.07; H 0.08; H 0.04; H 0.06; H 0.07; H 0.06; H 0.05; C -0.13; C -0.13; H 0.05; H 0.07; H 0.07; H 0.04; H 0.08; H 0.06; C -0.13; H 0.08; C -0.12; H 0.05; H 0.08; H 0.03; H 0.05; H 0.08; H 0.07; C -0.10; C -0.16; C -0.27; C -0.16; C -0.09; C -0.38; O 0.08; N 0.19; C -0.54; O 0.01; N 0.00; C -0.43; O -0.01; H 0.06; H 0.07; H 0.07; H 0.12; H 0.10; H 0.12; H 0.12; H 0.06; H 0.07; H 0.07; H 0.15

---

[2]
# C26H54ClF2N4O9S

A 3-piece molecular cluster, C26H54ClF2N4O9S overall (ωB97M-V/def2-TZVPD, OMol25).

Properties
- HOMO level (eV) = -9.57
- net charge = +1

Cartesian coordinates (Å):
C1 5.8956 -0.8592 2.7991
C2 4.7938 -0.8434 3.8391
O1 5.2889 -0.2563 5.0378
C3 4.4489 0.5937 5.7779
C4 5.1204 1.9506 5.9947
C5 5.1326 2.9712 4.8546
C6 5.5364 4.3716 5.3611
C7 4.6177 5.3660 4.6520
C8 3.3332 4.6035 4.3460
N1 2.2490 4.7668 5.3055
C9 1.0562 4.1486 4.8075
O2 0.6549 3.0780 5.0330
F1 0.4869 4.9722 3.9686
C10 2.5671 4.5344 6.6867
O3 2.9255 5.3644 7.4431
F2 2.3827 3.2341 7.0356
N2 3.7681 3.1566 4.2071
C11 3.6136 2.5567 2.8168
C12 3.9130 3.5073 1.6465
C13 4.7723 2.8344 0.5595
C14 4.0076 2.3286 -0.6602
S1 3.0093 0.8958 -0.3110
O4 3.5654 0.2193 0.8235
O5 2.6930 0.2084 -1.5147
Cl1 1.2850 1.7678 0.3368
H1 6.8412 -1.0890 3.2918
H2 5.6970 -1.6000 2.0284
H3 6.0090 0.1224 2.3283
H4 3.9226 -0.2899 3.4756
H5 4.4475 -1.8598 4.0476
H6 3.4500 0.6555 5.3155
H7 4.2868 0.1568 6.7668
H8 4.7366 2.4078 6.9074
H9 6.1743 1.7269 6.1803
H10 5.8577 2.6595 4.1031
H11 5.3996 4.4277 6.4435
H12 6.5881 4.5724 5.1708
H13 5.0548 5.6106 3.6807
H14 4.4381 6.2909 5.1928
H15 2.9352 4.9767 3.4053
H16 3.1194 2.5907 4.7645
H17 2.5954 2.1697 2.7660
H18 4.2862 1.7050 2.7845
H19 2.9628 3.8178 1.2058
H20 4.3980 4.4271 1.9742
H21 5.3420 2.0053 0.9797
H22 5.4933 3.5586 0.1750
H23 4.6919 1.9885 -1.4402
H24 3.3482 3.0833 -1.0886
C15 -3.5654 0.5931 -6.3768
O6 -3.0050 -0.5838 -5.8306
C16 -1.5856 -0.6355 -5.8375
C17 -1.0244 -0.5136 -4.4382
N3 -1.2315 0.8213 -3.8975
C18 -0.8855 0.9716 -2.4917
C19 -1.6631 0.1612 -1.4595
O7 -3.0120 0.5500 -1.3129
C20 -3.9241 -0.0565 -2.2125
H25 -4.6349 0.4193 -6.4838
H26 -3.4180 1.4669 -5.7322
H27 -3.1460 0.8132 -7.3628
H28 -1.1749 0.1418 -6.4890
H29 -1.2950 -1.6077 -6.2450
H30 0.0513 -0.7137 -4.4767
H31 -1.4853 -1.3004 -3.8238
H32 -2.1991 1.0859 -4.0314
H33 -1.0121 2.0290 -2.2387
H34 0.1793 0.7386 -2.3807
H35 -1.1988 0.3440 -0.4863
H36 -1.5943 -0.9185 -1.6425
H37 -3.6333 -1.0847 -2.4454
H38 -4.0271 0.5101 -3.1435
H39 -4.8972 -0.0764 -1.7223
C21 -4.5563 -2.8875 -4.3336
O8 -4.8854 -3.2513 -3.0050
C22 -6.2381 -3.0147 -2.6398
C23 -7.0013 -4.3084 -2.4638
N4 -7.1879 -4.9872 -3.7360
C24 -7.7435 -6.3323 -3.6430
C25 -6.9446 -7.3933 -2.8964
O9 -5.7387 -7.7688 -3.5320
C26 -4.6207 -6.9503 -3.2597
H40 -3.4732 -2.9362 -4.4233
H41 -4.9982 -3.5656 -5.0723
H42 -4.8723 -1.8670 -4.5585
H43 -6.7277 -2.3788 -3.3844
H44 -6.2320 -2.4796 -1.6853
H45 -7.9841 -4.0794 -2.0397
H46 -6.4565 -4.9148 -1.7259
H47 -6.3000 -5.0310 -4.2194
H48 -7.8971 -6.6937 -4.6624
H49 -8.7330 -6.2624 -3.1789
H50 -7.5570 -8.2975 -2.8634
H51 -6.7456 -7.1053 -1.8561
H52 -4.6543 -6.5502 -2.2417
H53 -4.5329 -6.1148 -3.9613
H54 -3.7303 -7.5704 -3.3629

For reference, the Löwdin charges in units of e are: C -0.06; C -0.26; O -0.13; C -0.20; C -0.10; C -0.20; C -0.09; C -0.07; C -0.20; N 0.11; C -0.50; O 0.24; F 0.20; C -0.43; O 0.25; F 0.14; N 0.03; C -0.09; C -0.16; C -0.20; C -0.26; S 0.38; O -0.33; O -0.30; Cl 0.49; H 0.09; H 0.09; H 0.05; H 0.09; H 0.13; H 0.12; H 0.14; H 0.11; H 0.15; H 0.16; H 0.12; H 0.13; H 0.12; H 0.14; H 0.16; H 0.14; H 0.11; H 0.09; H 0.10; H 0.11; H 0.10; H 0.13; H 0.12; H 0.11; C -0.11; O -0.21; C -0.21; C -0.21; N -0.05; C -0.22; C -0.23; O -0.17; C -0.09; H 0.09; H 0.08; H 0.09; H 0.12; H 0.12; H 0.13; H 0.10; H 0.07; H 0.12; H 0.09; H 0.09; H 0.12; H 0.08; H 0.08; H 0.09; C -0.11; O -0.21; C -0.22; C -0.22; N -0.05; C -0.20; C -0.23; O -0.18; C -0.10; H 0.08; H 0.09; H 0.08; H 0.13; H 0.12; H 0.12; H 0.11; H 0.07; H 0.12; H 0.12; H 0.12; H 0.11; H 0.09; H 0.07; H 0.09